[1]
Molecular formula: C35H49Cl18FNO5P2S
Method: DFT, the ωB97M-V functional and the def2-TZVPD basis

* electronic energy: -306338.90658 eV
* E_HOMO: -10.39 eV
* energy relative to the best compared isomer or geometry (same formula, charge and spin): 5.635 eV
* gap between HOMO and LUMO: 0.199 hartree
* charge: +1

CARTESIAN COORDINATES (ANGSTROEM)
C (-7.236, -1.138, -3.348)
C (-6.948, 0.435, -3.363)
C (-5.442, 0.713, -2.909)
C (-5.331, 1.538, -1.563)
C (-3.849, 1.588, -0.954)
C (-2.725, 1.157, -1.978)
C (-1.306, 1.450, -1.360)
C (-0.872, 0.524, -0.275)
C (-1.758, -0.642, 0.271)
C (-2.264, -0.318, 1.742)
O (-2.858, -1.188, 2.286)
F (-2.062, 0.917, 2.325)
C (0.479, 0.733, 0.336)
C (0.974, -0.209, 1.501)
O (1.554, 0.341, 2.411)
O (0.809, -1.567, 1.474)
C (0.938, -2.179, 2.790)
C (-0.179, -1.774, 3.825)
C (0.775, -3.754, 2.544)
C (-0.508, -4.031, 1.620)
C (1.348, 1.841, -0.173)
C (2.787, 2.051, 0.426)
O (3.514, 0.806, 0.565)
C (4.537, 0.780, -0.417)
C (4.202, 0.744, -1.863)
C (5.203, 0.720, -2.926)
C (4.873, 0.725, -4.450)
C (6.630, 0.702, -2.522)
C (6.973, 0.739, -1.090)
C (5.944, 0.790, -0.009)
C (6.478, 0.810, 1.458)
C (6.791, -0.660, 2.012)
C (5.612, 1.654, 2.472)
C (0.808, 2.721, -1.239)
P (1.894, 4.119, -1.884)
S (2.789, 3.540, -3.531)
N (-0.495, 2.509, -1.793)
P (-1.052, 3.644, -3.056)
O (-0.391, 3.399, -4.376)
H (-6.309, -1.756, -3.168)
H (-7.632, -1.463, -4.348)
H (-7.965, -1.433, -2.536)
H (-7.036, 0.783, -4.438)
H (-7.694, 0.973, -2.715)
H (-4.973, 1.338, -3.731)
H (-4.867, -0.252, -2.813)
H (-5.715, 2.582, -1.751)
H (-6.054, 1.073, -0.829)
H (-3.878, 0.960, -0.017)
H (-3.690, 2.654, -0.601)
H (-2.855, 1.582, -3.009)
H (-2.762, 0.034, -2.115)
H (-2.711, -0.795, -0.317)
H (-1.237, -1.644, 0.236)
H (1.955, -2.054, 3.253)
H (-1.141, -2.334, 3.717)
H (0.229, -2.044, 4.847)
H (-0.313, -0.652, 3.856)
H (1.698, -4.215, 2.106)
H (0.522, -4.223, 3.539)
H (-1.023, -4.967, 1.982)
H (-0.220, -4.220, 0.551)
H (-1.260, -3.198, 1.665)
H (3.437, 2.730, -0.185)
H (2.658, 2.556, 1.430)
H (3.112, 0.771, -2.129)
H (5.143, -0.224, -4.983)
H (5.475, 1.552, -4.928)
H (3.794, 0.971, -4.670)
H (7.403, 0.660, -3.335)
H (8.066, 0.721, -0.826)
H (7.492, 1.317, 1.416)
H (7.770, -0.966, 1.529)
H (7.006, -0.650, 3.119)
H (5.980, -1.374, 1.720)
H (5.319, 2.643, 2.028)
H (4.728, 1.064, 2.853)
H (6.223, 1.897, 3.396)
H (2.928, 4.490, -0.981)
H (1.176, 5.301, -2.213)
H (-2.460, 3.493, -3.290)
H (-0.895, 4.998, -2.598)
C (-5.066, -0.678, -6.917)
Cl (-5.521, -2.032, -5.884)
Cl (-6.155, 0.686, -6.646)
Cl (-3.388, -0.202, -6.621)
H (-5.155, -0.990, -7.953)
C (5.049, -2.654, 5.534)
Cl (3.758, -1.593, 4.948)
Cl (5.978, -3.308, 4.181)
Cl (6.105, -1.786, 6.650)
H (4.595, -3.482, 6.067)
C (5.146, -3.970, 9.930)
Cl (4.169, -3.823, 8.460)
Cl (6.783, -4.503, 9.535)
Cl (5.183, -2.436, 10.805)
H (4.687, -4.718, 10.569)
C (-9.637, -4.574, -2.372)
Cl (-9.513, -5.067, -0.681)
Cl (-10.351, -2.962, -2.497)
Cl (-8.044, -4.614, -3.142)
H (-10.285, -5.275, -2.889)
C (4.334, 7.610, -1.495)
Cl (3.438, 6.342, -2.360)
Cl (5.894, 6.995, -0.944)
Cl (4.550, 9.026, -2.526)
H (3.756, 7.906, -0.625)
C (-7.977, -2.580, 2.295)
Cl (-7.553, -2.136, 0.634)
Cl (-8.866, -1.271, 3.079)
Cl (-8.918, -4.075, 2.319)
H (-7.057, -2.747, 2.848)

Here are the Löwdin charges for atoms 1 to 8, given in e: number 1, C, carries -0.189; number 2, C, carries -0.232; number 3, C, carries -0.227; number 4, C, carries -0.179; number 5, C, carries -0.160; number 6, C, carries -0.155; number 7, C, carries -0.089; number 8, C, carries -0.014



[2]
Molecular formula: C35H49ClNO5
Method: DFT, the ωB97M-V functional and the def2-TZVPD basis

* electronic energy: -61331.15934 eV
* E_HOMO: -12.09 eV
* gap between HOMO and LUMO: 0.323 hartree
* charge: +1

CARTESIAN COORDINATES (ANGSTROEM)
C (0.430, -1.022, 4.932)
C (-0.543, -1.325, 4.278)
C (-1.609, -1.978, 3.436)
C (-1.053, -3.070, 2.485)
C (-0.327, -2.547, 1.181)
C (-0.567, -1.059, 0.883)
C (-1.799, -0.748, 0.297)
C (-2.845, -1.836, -0.012)
C (-2.594, -2.336, -1.490)
C (-2.084, 0.604, -0.019)
C (-3.423, 0.926, -0.661)
C (-4.488, 1.018, 0.506)
C (-5.855, 0.413, 0.040)
Cl (-6.747, -0.386, 1.384)
C (-1.105, 1.578, 0.327)
C (-1.459, 3.028, 0.003)
C (-2.159, 3.640, 1.248)
O (-2.452, 2.923, 2.159)
O (-2.485, 4.994, 1.289)
C (-3.867, 5.168, 1.199)
C (-4.507, 6.298, 2.007)
O (-4.558, 4.464, 0.516)
C (0.100, 1.207, 0.933)
C (1.065, 2.337, 1.326)
C (2.509, 2.186, 0.732)
C (1.092, 2.567, 2.897)
C (1.036, 4.067, 3.288)
N (0.355, -0.108, 1.176)
C (1.600, -0.569, 1.806)
C (2.754, -0.991, 0.834)
C (2.349, -1.505, -0.581)
C (2.477, -0.475, -1.743)
C (3.894, 0.140, -1.952)
C (5.104, -0.749, -1.484)
H (1.351, -0.936, 5.488)
H (-2.258, -2.500, 4.169)
H (-2.248, -1.221, 2.956)
H (-1.889, -3.720, 2.170)
H (-0.358, -3.696, 3.066)
H (-0.719, -3.143, 0.339)
H (0.737, -2.806, 1.257)
H (-2.771, -2.690, 0.671)
H (-3.865, -1.434, 0.080)
H (-3.544, -2.537, -2.015)
H (-2.034, -3.284, -1.425)
H (-1.975, -1.631, -2.072)
H (-3.775, 0.093, -1.298)
H (-3.431, 1.818, -1.302)
H (-4.144, 0.424, 1.371)
H (-4.687, 2.054, 0.814)
H (-5.740, -0.336, -0.759)
H (-6.466, 1.232, -0.370)
H (-0.588, 3.630, -0.313)
H (-2.190, 3.127, -0.817)
H (-5.563, 6.443, 1.753)
H (-3.981, 7.234, 1.728)
H (-4.378, 6.144, 3.090)
H (0.730, 3.308, 0.932)
H (2.430, 1.731, -0.263)
H (2.898, 3.214, 0.590)
H (3.211, 1.686, 1.412)
H (0.351, 1.932, 3.411)
H (2.086, 2.191, 3.220)
H (0.428, 4.682, 2.602)
H (2.055, 4.491, 3.361)
H (0.616, 4.173, 4.307)
H (1.447, -1.396, 2.512)
H (1.996, 0.240, 2.443)
H (3.294, -1.822, 1.334)
H (3.525, -0.217, 0.692)
H (3.051, -2.325, -0.831)
H (1.345, -1.957, -0.657)
H (1.699, 0.309, -1.625)
H (2.216, -1.016, -2.675)
H (4.039, 1.141, -1.508)
H (4.014, 0.283, -3.043)
H (5.968, -0.487, -2.122)
H (5.400, -0.499, -0.450)
H (4.954, -1.830, -1.621)
C (3.656, -3.992, -3.962)
C (3.009, -5.042, -4.461)
C (2.511, -5.045, -5.859)
O (1.920, -5.999, -6.313)
C (2.764, -3.833, -6.677)
C (3.412, -2.784, -6.176)
C (3.908, -2.782, -4.780)
O (4.500, -1.826, -4.321)
H (4.026, -3.972, -2.944)
H (2.817, -5.935, -3.879)
H (2.395, -3.854, -7.694)
H (3.605, -1.891, -6.757)

Here are the Löwdin charges for atoms 1 to 8, given in e: number 1, C, carries 0.102; number 2, C, carries -0.119; number 3, C, carries -0.184; number 4, C, carries -0.149; number 5, C, carries -0.099; number 6, C, carries -0.119; number 7, C, carries -0.098; number 8, C, carries -0.145



[3]
Molecular formula: C35H49F4N4O4S
Method: DFT, the ωB97M-V functional and the def2-TZVPD basis

* electronic energy: -72924.70922 eV
* E_HOMO: -9.85 eV
* energy relative to the best compared isomer or geometry (same formula, charge and spin): 13.745 eV
* gap between HOMO and LUMO: 0.263 hartree
* charge: +1

CARTESIAN COORDINATES (ANGSTROEM)
C (3.660, 1.823, 4.716)
C (4.066, 0.715, 3.921)
C (2.891, -0.144, 3.211)
O (2.040, -0.814, 3.867)
O (2.883, -0.123, 1.776)
C (2.638, 1.250, 1.276)
C (1.864, 1.061, -0.155)
C (1.390, 2.462, -0.789)
C (-0.074, 2.944, -0.336)
C (-1.195, 1.801, -0.543)
C (-2.626, 2.372, -0.999)
C (-3.686, 2.512, 0.213)
C (-4.899, 1.537, 0.410)
C (-4.989, 0.335, -0.668)
C (-3.718, -0.625, -0.330)
C (-3.236, -0.782, 1.170)
C (-1.989, -1.653, 1.567)
C (-1.152, -2.405, 0.485)
C (-1.646, -2.277, -1.001)
C (-2.898, -1.398, -1.397)
C (-5.969, 1.707, 1.582)
C (-7.232, 0.747, 1.758)
C (-6.894, -0.824, 1.788)
C (-7.774, -1.665, 2.833)
N (-7.905, -3.132, 2.597)
O (-8.340, -1.203, 3.861)
C (-5.788, 2.874, 2.624)
C (-6.781, 3.097, 3.859)
F (-6.460, 4.286, 4.619)
F (-8.153, 3.241, 3.486)
C (-6.542, 1.867, 4.906)
F (-5.128, 1.585, 5.064)
F (-6.976, 2.314, 6.207)
C (-4.520, 3.790, 2.382)
N (-4.056, 4.923, 3.185)
S (-2.649, 5.639, 2.553)
N (-2.350, 4.665, 1.180)
C (-3.445, 3.701, 1.213)
H (2.616, 1.785, 5.181)
H (4.377, 2.721, 4.825)
H (5.147, 0.405, 3.711)
H (3.631, 1.790, 1.021)
H (2.017, 1.867, 2.023)
H (1.015, 0.321, 0.046)
H (2.597, 0.557, -0.894)
H (2.150, 3.280, -0.498)
H (1.432, 2.388, -1.943)
H (-0.365, 3.810, -1.052)
H (-0.048, 3.361, 0.729)
H (-1.262, 1.195, 0.425)
H (-0.777, 1.075, -1.346)
H (-2.528, 3.433, -1.441)
H (-3.037, 1.720, -1.865)
H (-4.854, 0.729, -1.750)
H (-5.985, -0.220, -0.647)
H (-3.770, -0.268, 2.051)
H (-1.616, -1.741, 2.656)
H (-0.240, -3.000, 0.815)
H (-1.032, -2.826, -1.798)
H (-3.163, -1.357, -2.504)
H (-7.917, 0.940, 0.842)
H (-7.881, 0.976, 2.675)
H (-5.789, -1.081, 1.937)
H (-7.170, -1.238, 0.740)
H (-8.049, -3.542, 3.545)
H (-7.004, -3.522, 2.280)
H (-7.036, 0.892, 4.576)
C (4.048, -2.373, -4.942)
C (5.179, -2.963, -4.116)
N (6.422, -2.068, -4.005)
C (6.974, -1.853, -5.420)
C (7.543, -2.811, -3.258)
C (7.280, -3.148, -1.802)
C (6.138, -0.658, -3.438)
C (5.415, -0.574, -2.090)
O (4.132, -1.171, -2.156)
C (3.684, -1.713, -0.915)
H (4.327, -2.243, -5.991)
H (3.198, -3.060, -4.924)
H (3.695, -1.415, -4.561)
H (5.512, -3.899, -4.575)
H (4.840, -3.205, -3.112)
H (7.141, -2.830, -5.877)
H (7.912, -1.302, -5.340)
H (6.260, -1.270, -6.000)
H (8.443, -2.195, -3.337)
H (7.714, -3.737, -3.814)
H (7.515, -2.306, -1.151)
H (7.957, -3.951, -1.493)
H (6.265, -3.492, -1.602)
H (5.540, -0.144, -4.195)
H (7.107, -0.155, -3.371)
H (5.273, 0.484, -1.847)
H (6.017, -0.996, -1.286)
H (4.253, -1.346, -0.058)
H (3.767, -2.803, -0.970)
H (2.633, -1.456, -0.787)

Here are the Löwdin charges for atoms 1 to 8, given in e: number 1, C, carries 0.020; number 2, C, carries -0.067; number 3, C, carries -0.372; number 4, O, carries 0.064; number 5, O, carries -0.114; number 6, C, carries -0.154; number 7, C, carries -0.164; number 8, C, carries -0.206